Entry 1:
51
Properties=species:S:1:pos:R:3:forces:R:3 method="wB97M-V/def2-TZVPD" total_charge=-2 e_homo_ev="-0.1996 / -1.0979" lumo_ev="4.20 / 4.15" s_squared=2.042 orbital_gap_ev="4.4 / 5.2" spin_multiplicity=3
Sb 0.853 0.982 3.725 0.0 0.0 0.0
Pd -0.245 -0.101 0.130 0.2 0.1 -0.1
Se -0.904 1.425 1.855 -0.2 0.1 0.0
Se -0.645 0.272 5.610 0.0 -0.1 -0.1
Se 1.912 -0.300 1.160 -0.1 -0.1 0.1
Se 2.033 3.083 4.095 0.0 0.1 0.0
P -1.374 -1.918 1.134 0.1 0.1 0.1
N 0.286 -1.229 -1.584 -0.1 0.1 0.0
N -1.603 0.763 -1.535 0.1 -0.1 -0.1
C -6.185 1.479 -2.158 -0.1 0.0 -0.1
C -5.698 0.851 0.104 0.0 0.0 0.0
C -4.657 -1.213 3.442 -0.1 0.1 0.0
C -4.843 1.768 -2.358 0.1 0.0 0.0
C -0.544 -2.562 2.615 0.1 0.0 0.0
C 0.924 -2.606 -3.238 0.2 -0.2 0.0
C -1.383 0.137 -2.635 -0.3 0.2 0.2
C -5.432 -2.390 1.498 0.0 -0.1 0.0
C -5.690 -1.813 2.732 -0.1 0.1 0.0
C -0.089 -1.794 -3.745 -0.2 0.2 0.0
C -4.140 -2.397 0.994 0.0 0.0 0.0
C -3.094 -1.823 1.716 0.0 -0.1 0.0
C -6.615 1.023 -0.924 -0.1 0.0 0.0
C -3.367 -1.204 2.939 0.1 -0.1 0.0
C -2.461 1.935 -1.570 -0.1 0.0 -0.1
C -1.385 -3.379 0.034 0.0 0.0 0.0
C 1.124 -2.214 -1.908 0.0 0.0 0.0
C -3.916 1.598 -1.334 0.0 0.1 0.0
C -4.357 1.129 -0.100 0.1 0.0 0.1
C -0.469 -0.949 -2.690 0.3 -0.4 -0.2
H -3.946 -2.864 0.037 0.0 0.0 0.0
H -0.985 -3.517 2.911 0.0 0.0 0.0
H -1.787 -3.122 -0.947 0.0 0.0 0.0
H -1.946 -4.205 0.477 0.0 0.0 0.0
H 0.515 -2.675 2.377 0.0 0.0 0.0
H -4.846 -0.750 4.403 0.0 0.0 0.0
H -2.579 -0.740 3.528 0.0 0.0 -0.1
H -3.647 0.997 0.710 0.1 0.0 0.0
H -4.508 2.129 -3.325 0.0 0.0 0.0
H 1.845 -2.577 -1.189 0.0 0.0 0.0
H -0.624 -1.856 3.447 0.0 0.0 0.0
H -0.347 -3.674 -0.115 0.0 0.0 0.0
H -0.498 -1.793 -4.745 0.0 0.0 0.0
H -6.698 -1.816 3.132 0.0 0.0 0.0
H -7.663 0.799 -0.760 0.0 0.0 0.0
H -2.107 2.635 -0.808 0.0 -0.1 0.0
H -6.235 -2.842 0.927 0.0 0.0 0.0
H -6.893 1.614 -2.968 0.0 0.0 0.0
H -2.378 2.434 -2.546 0.0 0.0 0.0
H -1.881 0.445 -3.562 0.0 0.0 0.0
H -6.023 0.494 1.071 0.0 0.0 0.0
H 1.471 -3.374 -3.766 0.0 0.0 0.0


Entry 2:
48
Properties=species:S:1:pos:R:3:forces:R:3 method="wB97M-V/def2-TZVPD" total_charge=0 e_homo_ev=-8.3363 lumo_ev=-0.32 orbital_gap_ev=8.0
O 2.797 -1.416 2.327 1.0 -1.5 1.0
O -3.331 -4.228 -0.893 -1.1 -0.1 -1.2
N 1.897 2.489 3.349 -2.2 -1.6 -1.4
N 1.025 2.580 2.263 -1.8 2.0 -0.6
N 1.764 -1.094 0.309 -0.6 2.0 0.8
N 0.199 1.291 0.270 -0.2 3.4 2.2
C 0.183 -3.734 -1.641 -3.2 1.0 4.3
C 1.965 -1.230 -2.691 1.4 1.4 0.8
C 1.868 -2.389 -0.300 2.4 -0.2 -1.8
C -2.008 -4.080 -0.673 1.2 0.5 -0.9
C -0.659 3.612 0.894 0.6 -0.7 -0.1
C -1.517 -3.708 0.569 -0.2 0.1 1.0
C -1.510 4.815 0.336 1.8 -0.8 2.9
C 2.167 -0.723 1.578 -0.1 -1.5 -1.9
C 2.654 -2.260 -1.714 0.0 1.5 0.9
C -1.117 -4.211 -1.753 0.1 0.2 0.9
C -0.207 -3.199 0.684 -1.7 -0.9 -1.8
C 2.208 1.202 3.264 1.8 0.3 -2.0
C -0.753 6.070 0.146 0.9 1.2 0.8
C 0.177 3.641 2.010 0.5 0.0 -1.8
C -3.987 -3.146 -1.641 -1.1 1.0 2.9
C 0.570 -3.051 -0.450 -0.7 -1.8 -1.2
C -1.833 6.057 1.274 0.9 -2.2 -0.5
C -0.541 2.365 0.062 -0.6 0.3 0.5
C 0.942 1.471 1.460 0.0 -0.2 -1.5
C 1.813 0.599 1.964 0.8 0.4 4.2
H 1.458 -1.798 -3.429 -1.1 0.0 -0.6
H -4.857 -3.578 -2.164 0.6 0.1 0.2
H -2.204 -3.816 1.443 0.7 0.4 -0.8
H 2.479 -3.047 0.338 0.1 0.6 0.0
H 0.497 4.517 2.547 -0.7 0.3 0.5
H 1.116 -0.353 -0.033 0.5 -1.5 -0.5
H -0.937 6.808 -0.687 0.4 -1.2 0.9
H 3.642 -1.834 -1.475 -0.3 -0.2 0.2
H 2.739 -0.616 -3.254 -0.7 -0.9 0.7
H -2.861 6.450 1.067 1.4 -0.1 0.4
H -2.289 4.452 -0.244 -1.2 -0.2 -1.4
H -3.410 -2.461 -2.317 0.1 -1.1 0.7
H 1.343 -0.402 -2.188 0.6 -1.7 -0.6
H 2.894 -3.211 -2.230 -0.6 0.3 0.5
H -1.411 -4.622 -2.708 -0.4 0.0 0.0
H -4.395 -2.517 -0.723 0.5 -0.6 -2.3
H -1.178 2.282 -0.810 0.0 0.3 -0.2
H 0.207 -2.896 1.589 0.3 0.6 1.6
H 2.962 0.863 3.961 -0.2 -0.5 -0.1
H 0.593 -3.709 -2.539 3.0 0.2 -3.4
H -1.505 5.858 2.336 -0.6 0.7 -1.3
H 0.349 5.907 0.516 -2.2 0.9 -0.9


Entry 3:
50
Properties=species:S:1:pos:R:3:forces:R:3 method="wB97M-V/def2-TZVPD" total_charge=0 e_homo_ev=-7.8297 lumo_ev=-0.42 orbital_gap_ev=7.4
S -5.273 0.923 -1.023 0.0 -0.8 0.9
S -2.121 4.074 -1.106 0.0 -0.3 -1.2
O 2.426 0.952 0.300 -1.8 -2.3 3.1
O -1.328 -1.372 -0.343 -1.0 -3.5 1.2
N -4.401 1.776 0.098 -2.5 2.6 0.1
N 0.977 -0.700 1.207 -4.8 -4.7 2.7
N -0.536 0.603 -1.205 -0.3 -3.5 -1.0
N -3.162 1.622 0.144 1.8 -3.3 -1.4
C -0.061 3.242 0.126 0.3 -3.0 1.4
C 1.425 -0.547 2.531 -8.1 -5.4 5.2
C 1.833 -2.299 -1.461 3.5 1.9 5.0
C 2.070 -3.482 -1.993 -3.0 -4.1 -2.4
C -0.943 2.877 -0.864 0.6 1.0 -2.9
C 0.267 -2.940 -3.334 -4.7 -2.1 -6.3
C -4.089 -0.155 -1.362 4.4 7.0 4.1
C 2.667 -1.120 2.735 5.1 4.9 -1.6
C 0.901 0.014 -1.295 -7.8 -5.6 9.6
C 1.065 -3.909 -2.951 4.4 -3.0 2.4
C -1.612 -0.336 -0.816 4.4 8.3 -0.2
C -2.762 0.596 -0.689 -6.6 -4.9 -1.2
C 1.502 0.064 0.416 3.4 6.4 -12.3
C 0.447 -1.840 3.227 -2.1 2.8 -0.4
C -0.566 4.231 0.887 -2.5 7.3 -0.3
C -1.614 4.985 0.157 1.7 -0.9 2.1
C -0.882 1.870 -1.998 10.4 -0.2 7.1
C 0.134 -1.732 -2.793 -4.0 3.3 -1.8
C 0.876 -1.355 -1.718 0.6 -0.3 -3.2
C 1.003 0.747 3.258 -1.1 -2.1 -1.1
H 3.228 -0.316 2.075 0.7 -1.6 1.4
H -1.974 6.013 0.154 0.0 -0.4 1.0
H 0.082 -1.512 0.942 3.4 3.6 0.5
H -0.810 -1.138 -3.327 2.9 -0.9 1.8
H 2.819 -1.986 2.240 0.3 -3.1 -1.2
H -4.066 -1.012 -1.850 0.1 -3.6 -2.5
H -0.116 4.856 1.700 0.0 -1.4 -0.6
H 2.699 -4.263 -1.572 0.3 0.6 0.0
H 1.336 0.723 -1.669 5.8 6.8 -4.5
H 1.190 0.770 4.345 -0.3 -0.1 -0.7
H -0.024 0.968 2.861 0.9 0.2 1.0
H 3.015 -1.076 3.723 0.5 -0.1 1.3
H 2.516 -2.177 -0.570 -0.6 0.8 -0.9
H -0.425 -3.188 -4.343 1.5 0.6 3.0
H 1.046 -5.013 -3.191 -0.2 1.7 -0.4
H 1.710 1.233 2.700 1.6 3.4 -0.6
H 0.746 2.710 0.659 -0.2 -0.3 -1.4
H -0.741 -1.355 3.079 3.2 -1.9 0.5
H 0.684 -1.829 4.350 -0.4 -0.6 -1.7
H 0.611 -2.828 2.622 -0.3 1.8 1.4
H -0.068 1.954 -2.722 -0.3 0.5 -0.1
H -1.699 1.676 -2.340 -9.3 -1.5 -4.6


What DFT total energy values result from the calculations? In sequence: -11200.1653; -1144.6649; -1940.6786 a.u..
What ΔE to the lowest compared entry with this formula, charge and spin values result from the calculations? In sequence: 0.077; 6.047; 14.671 eV.